Entry 1:
Here is a molecular structure, C26H36ClILaOP2Sb from OMol25. Energies are from ωB97M-V/def2-TZVPD.

Geometry as XYZ:
```
69
Properties=species:S:1:pos:R:3:lowdin_charge:R:1
La -0.05 -0.75 -3.19 0.8494
H -0.96 0.46 -8.44 0.1473
H 2.79 1.14 -3.68 0.0524
C -0.81 1.90 3.47 -0.1403
C 1.43 -0.63 4.27 -0.1193
P -2.38 0.01 -1.74 0.6308
H -3.18 2.13 -0.96 0.0579
H 0.24 5.15 1.60 0.1036
H -4.14 -0.25 -3.33 0.0661
C -0.05 1.94 -7.28 0.0971
I -0.14 -2.31 -5.66 -0.0141
P 2.31 -0.03 -1.59 0.5734
H 3.80 -0.33 -3.44 0.0682
H 2.16 -0.51 -4.12 -0.0600
C 3.54 1.08 -0.84 -0.2629
C 3.73 -0.92 5.01 -0.0732
O -0.04 2.32 -6.17 0.3285
C 0.17 2.98 1.54 -0.1648
H 3.40 1.10 0.25 0.0347
C 3.21 -0.82 2.64 -0.1565
C 3.13 -1.62 -1.15 -0.2963
H 0.65 2.92 0.56 0.0728
H 2.65 -2.44 -1.70 -0.0051
C -2.07 -3.55 2.28 -0.0704
H -4.44 0.83 -0.86 0.0726
H -4.12 -3.69 2.97 0.1102
C -3.38 1.08 -0.70 -0.2444
H -4.41 -1.22 3.15 0.1082
H -1.57 3.22 5.01 0.1130
C 1.85 -0.60 2.94 -0.3573
H 0.38 -0.55 4.53 0.0871
C -3.13 0.18 -3.41 -0.3109
H -1.93 -4.63 2.21 0.1126
H -2.57 -0.36 -4.21 -0.0240
C -3.47 -1.64 2.80 -0.0714
C -0.06 4.24 2.12 -0.0841
H -1.11 1.00 4.01 0.0870
H -0.08 -3.11 1.59 0.0892
H 5.20 -1.15 3.42 0.1090
C 2.37 -0.75 5.31 -0.0612
Cl 0.05 -2.90 -1.71 -0.0892
H -3.10 0.91 0.35 0.0360
C -1.22 -1.31 1.97 -0.4119
H -2.58 0.30 2.52 0.0788
H 4.47 -1.01 5.81 0.1130
C -3.06 -1.61 -1.22 -0.2751
Sb 0.45 -0.07 1.31 1.4482
H 0.82 0.45 -8.46 0.1481
H -0.86 5.29 3.83 0.1109
C -0.19 1.82 2.23 -0.3865
H -4.14 -1.60 -1.43 0.0660
H -0.06 1.75 -9.34 0.1446
H -3.20 1.25 -3.67 0.0546
H -2.56 -2.44 -1.74 -0.0021
C -1.03 -2.69 1.92 -0.1553
C -2.43 -0.78 2.43 -0.1689
C -0.07 1.10 -8.46 0.0752
H -2.87 -1.72 -0.15 0.0316
H 2.05 -0.71 6.35 0.1133
H 2.99 -1.80 -0.08 0.0238
C -1.07 3.16 4.04 -0.0599
C 4.14 -0.98 3.67 -0.0798
H 3.55 -0.85 1.61 0.0524
C -0.68 4.32 3.38 -0.0737
H 4.56 0.71 -1.06 0.0670
H 4.20 -1.54 -1.39 0.0640
C -3.30 -3.03 2.71 -0.0726
C 2.78 0.08 -3.39 -0.3611
H 3.42 2.10 -1.23 0.0536
```

Calculated values
total energy	-76177.071	eV
LUMO energy	-8.79	eV
frontier orbital gap	3.6203	eV
largest force on an atom	6.922	eV/Å
relative energy (zero: lowest compared OMol25 entry of this formula, charge and spin)	32.8	kJ/mol
net charge	+2

Entry 2:
Here is a molecular structure, C26H36CsFN8O4S2 from OMol25. Energies are from ωB97M-V/def2-TZVPD.

Geometry as XYZ:
```
78
Properties=species:S:1:pos:R:3:lowdin_charge:R:1
S -3.01 2.84 -2.00 0.5224
C -2.00 -3.57 1.38 -0.0435
C -4.32 -1.31 -0.67 -0.0743
H 3.28 1.41 0.50 -0.0200
Cs -0.23 0.73 -0.41 1.2350
C -1.30 6.05 -3.76 -0.0417
C -1.52 -2.51 3.50 -0.2807
C -2.19 5.22 -3.10 -0.1021
H 3.10 0.99 -1.05 -0.0410
N 3.70 -5.80 -1.15 0.1018
F 1.26 0.30 -2.13 -0.9872
H -3.00 -2.78 -2.44 0.0765
C 4.31 -1.27 3.17 -0.3180
C -0.84 3.69 2.16 -0.2714
C -2.99 -1.47 1.89 -0.0300
H -4.24 -3.42 -0.32 0.1367
H 4.29 0.79 2.54 0.0817
C -0.06 5.57 -4.16 -0.3333
C -0.62 3.41 -3.26 -0.0461
S -1.93 4.92 0.21 0.9893
N 3.63 1.60 -0.44 0.0147
H -4.78 -1.41 -1.65 0.0780
C 2.76 0.48 4.11 -0.7735
H 4.21 -6.28 -1.87 0.0807
C 0.27 4.24 -3.91 -0.0196
H 5.33 -1.53 2.85 0.0914
H 2.37 -2.93 -4.15 0.0999
C -2.51 -2.85 -1.47 -0.0680
C 2.85 -4.80 -1.57 -0.3943
C -2.35 -1.47 3.12 -0.0292
C -1.07 4.95 1.73 -0.4336
H 4.96 0.53 4.17 0.0871
H 0.70 7.38 -4.68 0.0768
H 1.78 6.09 -4.82 0.0803
H -1.56 7.09 -3.95 0.1015
O 1.84 0.66 3.30 -0.0799
H -3.61 -0.62 1.64 0.1042
H -0.71 -4.39 2.87 0.1036
H -3.67 -0.44 -0.71 0.0696
H 2.45 -1.53 2.43 0.0524
C -2.83 -2.52 1.00 -0.2044
C 4.18 0.22 3.47 -0.1405
C -1.87 3.12 0.29 -0.8400
H -1.49 -2.88 5.61 0.0736
H -0.52 -1.49 5.08 0.0835
H 1.24 3.87 -4.23 0.1125
H -1.71 -2.11 -1.43 0.0611
N -1.28 2.69 1.36 -0.1020
C -3.53 -2.58 -0.35 -0.3774
O -4.20 3.63 -1.77 -0.3494
H 4.09 -1.83 4.09 0.1023
H -0.79 5.88 2.18 0.0351
C -1.36 -3.56 2.61 -0.0486
H -2.07 -3.83 -1.37 0.0624
H 3.55 -1.20 1.29 0.0582
H -3.15 5.56 -2.77 0.1035
C -1.84 3.90 -2.85 -0.3085
N 0.82 6.39 -4.87 0.0747
H -0.33 3.42 3.07 0.1049
O -3.20 1.67 -2.83 -0.3332
O 2.70 0.45 5.35 -0.0863
H 0.06 -3.13 4.79 0.0733
N 1.06 -3.30 -1.09 0.0945
H 1.73 -4.65 0.29 0.1039
C 2.22 -3.32 -3.16 -0.1229
H -1.86 -4.42 0.73 0.1026
H -0.37 2.37 -3.09 0.0910
H 3.40 -6.33 -0.36 0.0801
C 1.87 -4.27 -0.71 -0.0940
N -2.33 2.33 -0.65 -0.3659
H 0.64 -1.97 -2.60 0.0713
C 1.25 -2.81 -2.31 -0.1431
H 3.34 2.54 -0.66 -0.0056
N 3.40 -1.76 2.13 -0.0089
C -0.83 -2.50 4.82 -0.0467
H -2.50 -0.64 3.79 0.1157
H -5.11 -1.14 0.06 0.0762
N 3.00 -4.34 -2.81 0.1009
```

Calculated values
total energy	-72596.137	eV
LUMO energy	3.76	eV
frontier orbital gap	6.3444	eV
largest force on an atom	2.695	eV/Å
relative energy (zero: lowest compared OMol25 entry of this formula, charge and spin)	213.5	kJ/mol
net charge	-2

Entry 3:
Here is a molecular structure, C26H36HoO8P from OMol25. Energies are from ωB97M-V/def2-TZVPD.

Geometry as XYZ:
```
72
Properties=species:S:1:pos:R:3:mulliken_spin:R:1
C 3.56 -0.69 -0.91 -0.0010
O -1.81 -0.42 1.31 -0.0115
H 6.48 0.09 0.64 -0.0001
H 5.41 0.16 -1.60 0.0000
H -1.38 2.07 3.51 0.0000
H -0.84 1.82 -3.95 -0.0003
C 1.81 2.58 -1.02 0.0026
H 2.77 2.98 -0.70 0.0002
O -0.45 3.04 -1.57 -0.0025
H 0.52 3.69 1.70 -0.0001
C 1.78 -5.38 1.57 -0.0001
H 2.92 -1.61 2.30 0.0000
C 2.86 -1.20 0.18 -0.0003
P 1.11 -1.65 0.04 -0.0017
H -4.58 2.28 -1.33 -0.0001
C -4.07 0.13 0.73 0.0002
C 1.97 -4.12 1.01 -0.0001
O -1.34 -1.15 -1.69 -0.0061
C -3.13 -0.96 1.10 0.0021
H 1.75 -2.10 -2.35 -0.0001
C -0.37 -3.64 1.29 0.0006
C 1.60 1.85 1.31 0.0007
C 0.80 3.67 -1.24 0.0008
C 4.75 -0.75 1.60 0.0005
C -0.12 -1.07 -2.09 -0.0020
H 3.11 -0.63 -1.89 -0.0001
C 0.51 -5.77 1.99 0.0001
O 0.33 0.10 -2.38 -0.0024
H -3.48 -0.10 -2.91 0.0000
C 0.84 -2.15 -1.77 -0.0002
H -2.65 1.95 2.29 -0.0006
H 0.58 2.55 3.04 -0.0001
O -2.26 1.51 -2.50 -0.0103
H 0.36 -6.75 2.42 0.0000
H -4.06 1.46 -3.55 -0.0002
C -1.54 0.13 2.61 0.0020
C -1.15 3.55 -2.72 -0.0006
O -3.45 0.85 -0.35 -0.0032
C -1.66 2.36 -3.48 0.0013
C -0.57 -4.90 1.84 -0.0002
C -4.32 1.23 -1.44 -0.0014
H -5.24 0.64 -1.41 0.0000
H 0.65 4.29 -0.36 -0.0002
H -4.29 0.82 1.54 -0.0003
H -3.03 -1.65 0.27 -0.0007
C 5.46 -0.26 0.51 -0.0005
H -2.23 -0.30 3.34 -0.0001
C 4.86 -0.22 -0.74 0.0004
H 1.14 4.31 -2.05 -0.0002
H -1.56 -5.21 2.15 0.0000
C 0.49 2.63 1.96 0.0014
H 2.96 -3.84 0.68 0.0000
C 3.46 -1.22 1.44 -0.0013
H -1.22 -2.97 1.17 0.0000
H 1.71 0.86 1.76 -0.0011
H 2.55 2.37 1.40 0.0002
H 1.96 2.02 -1.94 -0.0006
O -0.77 2.10 1.52 0.0008
H 5.22 -0.79 2.58 0.0000
C 0.90 -3.25 0.87 -0.0004
H -3.46 -1.52 1.98 0.0000
H -5.02 -0.31 0.40 -0.0001
C -1.64 1.62 2.55 -0.0001
O 1.31 1.62 -0.07 -0.0166
H -2.38 2.65 -4.24 -0.0001
H -0.53 -0.19 2.87 -0.0003
H -0.47 4.14 -3.34 -0.0001
C -3.57 0.97 -2.71 0.0016
H 2.62 -6.05 1.68 0.0000
H -1.96 4.19 -2.38 0.0001
H 0.39 -3.14 -1.78 -0.0003
Ho -0.88 0.71 -0.70 4.0528
```

Calculated values
total energy	-79002.718	eV
⟨S²⟩	6.003
LUMO energy (alpha / beta)	-4.43 / -4.41	eV
2S+1	5
frontier orbital gap (alpha / beta)	9.1588 / 9.1736	eV
largest force on an atom	3.448	eV/Å
relative energy (zero: lowest compared OMol25 entry of this formula, charge and spin)	0.0	kJ/mol
net charge	+2

Entry 4:
Here is a molecular structure, C26H36N11O2S3Ta from OMol25. Energies are from ωB97M-V/def2-TZVPD.

Geometry as XYZ:
```
79
Properties=species:S:1:pos:R:3:lowdin_charge:R:1
C 2.08 -2.33 -0.35 -0.3170
H 3.02 4.60 0.85 0.1823
C -2.25 2.41 -2.68 -0.0404
H -1.01 2.72 -0.09 0.0550
H 0.83 -3.96 4.16 0.1284
N -0.85 0.71 -1.77 -0.2226
C -5.14 -0.25 -2.77 -0.0359
H 5.22 -3.66 1.42 0.1380
H 4.24 -2.08 -0.22 0.1237
O 1.49 -0.03 0.00 -0.1963
C 3.88 -4.18 -0.20 -0.1589
C 3.53 -2.77 -0.67 -0.1277
H 1.90 -5.97 3.87 0.1293
H 0.17 -0.34 4.41 0.1182
S -0.43 -1.46 1.84 0.6359
N -0.46 2.54 0.74 0.0295
S -2.06 -2.29 -1.62 0.6115
H -1.89 -2.08 -4.68 0.1008
N 3.29 -3.63 2.14 0.0924
H 4.49 -5.26 1.56 0.1146
C -1.39 1.06 4.82 -0.1814
H -4.74 -1.20 -0.91 0.1398
C 2.44 -4.24 2.95 -0.4264
C -0.75 0.10 4.05 -0.0425
C -0.05 3.51 -3.95 -0.0942
H 1.69 -1.61 -2.23 0.1062
C -3.25 -1.34 -2.37 -0.7553
H 1.60 -3.08 0.30 0.1336
C -0.99 1.79 -2.54 -0.4283
S -2.84 0.31 0.61 0.5997
H -6.11 0.14 -2.57 0.1329
C -1.24 -0.24 2.79 -0.6505
H 0.62 4.49 -0.90 0.1272
N 1.47 -3.52 3.52 0.1976
N 1.21 -2.14 -1.50 0.0206
H 0.92 -3.03 -1.89 0.0953
H 1.46 2.75 1.48 0.1337
H 0.69 5.07 0.78 0.1391
C -3.32 2.53 5.18 -0.1742
N -4.44 -0.98 -1.85 0.0832
H 0.80 3.93 -4.47 0.1062
H 1.26 -2.58 3.22 0.0263
C -2.37 0.44 2.29 -0.6812
H -4.55 0.30 -4.82 0.1374
C -2.39 3.57 -3.42 -0.0694
H -1.19 -0.58 -4.04 0.0756
H 2.75 5.58 -0.48 0.1827
C -3.08 1.30 3.11 -0.0567
N 2.51 -5.55 3.19 0.2129
H 3.31 -6.09 2.91 0.1137
H -1.40 5.01 -4.65 0.1080
C -1.29 4.12 -4.06 -0.0802
N -3.92 3.28 5.82 0.2025
C 1.11 4.37 0.07 -0.1348
H -2.29 -0.52 -5.45 0.1080
C 0.11 2.36 -3.20 -0.0531
O 2.79 -1.01 1.51 0.0244
H -3.97 1.77 2.73 0.1213
C 2.13 -1.02 0.48 -0.7022
C -2.61 1.62 4.38 -0.1781
N -3.20 -0.86 -3.62 -0.1034
H 3.04 -4.86 -0.37 0.1200
H 3.01 3.93 -0.67 0.1784
H 3.19 -2.61 2.01 0.1068
H 3.67 -2.72 -1.76 0.1207
C 4.29 -4.23 1.28 -0.1450
N 2.57 4.65 -0.07 0.1943
H 1.32 2.24 -0.21 0.0834
H 4.73 -4.55 -0.78 0.1226
C -0.76 1.52 6.00 -0.1782
C -4.36 -0.18 -3.88 -0.0248
H 1.07 1.88 -3.10 0.1046
N -0.17 1.93 6.89 0.1973
C 0.92 2.91 0.54 -0.2728
H -3.10 1.96 -2.18 0.0942
Ta -0.66 -0.45 -0.40 1.2199
H -0.88 3.05 1.51 0.1004
C -2.08 -1.02 -4.51 -0.0116
H -3.35 4.05 -3.51 0.1129
```

Calculated values
total energy	-82081.088	eV
LUMO energy	-5.12	eV
frontier orbital gap	7.1439	eV
largest force on an atom	2.383	eV/Å
relative energy (zero: lowest compared OMol25 entry of this formula, charge and spin)	180.8	kJ/mol
net charge	+2

> Among the records above, which one has the highest largest force on an atom?

C26H36ClILaOP2Sb

> Which of these has the lowest total energy?

C26H36N11O2S3Ta

> net charge of number 1 (C26H36ClILaOP2Sb)?

+2

> The lowest net charge belongs to which entry?

C26H36CsFN8O4S2